No. 1
Here is a cluster of 3 separate species, H6O3 in total in a non-equilibrium geometry from the Open Molecules 2025 dataset. Energies are from wB97M-V/def2-TZVPD.

**LUMO level**: 0.021 Eh
**M**: 54.0 Da
**Max |F|**: 2.10 eV/A

Last column: Löwdin charge in e.
Geometry (Å):
O (-0.28616, 2.55188, 0.75941)  -0.056
H (-1.20161, 2.82898, 0.64798)  0.040
H (-0.13455, 2.04367, -0.04938)  0.040
O (-0.84686, -2.02620, -2.33385)  -0.079
H (-0.06935, -1.52876, -2.02714)  0.033
H (-0.25848, -2.77708, -2.55271)  0.044
O (1.10905, -0.53667, 1.56196)  -0.055
H (0.90208, -0.91822, 2.41736)  0.033
H (0.78587, 0.36239, 1.57638)  0.000



No. 2
Here is a cluster of 6 separate species, C17H24F5O17P3 in total in a non-equilibrium geometry from the Open Molecules 2025 dataset. Energies are from wB97M-V/def2-TZVPD.

**LUMO level**: 0.013 Eh
**M**: 688.3 Da
**Max |F|**: 1.42 eV/A

Last column: Löwdin charge in e.
Geometry (Å):
C (1.51642, -1.87961, -0.22207)  -0.323
P (2.59446, -0.74113, -1.19247)  0.584
O (2.46381, -1.36026, -2.73195)  -0.424
P (1.52829, 1.15610, -1.43405)  0.478
P (-0.66192, 1.06473, -1.34375)  0.605
C (-1.08670, -0.67909, -1.77629)  -0.323
O (-1.05691, 1.25576, 0.27287)  -0.400
H (2.06704, -2.24267, 0.63510)  0.028
H (1.17480, -2.71801, -0.81827)  0.018
H (0.65897, -1.33366, 0.14872)  -0.015
H (3.01383, -0.79128, -3.30373)  0.019
H (1.97085, 1.94327, -0.35858)  -0.128
H (-1.26357, -1.29911, -0.90448)  0.016
H (-0.21447, -1.09920, -2.27058)  0.007
H (-1.92547, -0.70033, -2.45444)  0.031
H (-1.07988, 0.39553, 0.71768)  -0.009
C (-2.29051, 5.62337, 1.03296)  -0.047
C (-0.90760, 5.51098, 1.63498)  -0.313
O (-0.26551, 4.61313, 0.74946)  0.120
C (-0.86117, 4.73626, -0.46941)  -0.563
O (-0.42155, 4.30527, -1.47877)  0.126
O (-2.02507, 5.41848, -0.35910)  0.076
F (-0.92842, 4.97567, 2.88009)  0.070
H (-2.94597, 4.83282, 1.39985)  0.146
H (-2.75768, 6.58987, 1.19813)  0.139
H (-0.34800, 6.44709, 1.66387)  0.173
C (1.80742, 3.48943, -4.91326)  -0.051
C (0.87484, 2.45757, -5.50062)  -0.314
O (1.77684, 1.52939, -6.08514)  0.128
C (2.94193, 1.59641, -5.38504)  -0.571
O (3.80106, 0.78052, -5.42470)  0.164
O (2.96768, 2.70339, -4.61398)  0.050
F (0.07407, 2.97274, -6.46429)  0.075
H (2.06804, 4.25735, -5.64277)  0.144
H (1.41353, 3.95634, -4.01412)  0.132
H (0.25836, 1.93967, -4.76465)  0.160
C (-0.31038, -5.19450, -2.95318)  -0.035
C (0.12107, -5.71457, -1.59978)  -0.306
O (-0.60019, -4.86980, -0.71250)  0.098
C (-1.72820, -4.45860, -1.35912)  -0.558
O (-2.65029, -3.93770, -0.82994)  0.175
O (-1.63669, -4.71719, -2.67948)  0.082
F (1.44506, -5.55686, -1.38395)  0.084
H (0.31741, -4.36233, -3.27563)  0.145
H (-0.32668, -5.95738, -3.72537)  0.142
H (-0.14987, -6.75235, -1.40244)  0.176
C (-1.69173, -3.21437, 2.11793)  -0.043
C (-0.97766, -2.05005, 2.75470)  -0.301
O (-1.49863, -2.04593, 4.06911)  0.111
C (-1.85115, -3.33688, 4.36927)  -0.537
O (-2.07878, -3.73037, 5.45817)  0.197
O (-1.88803, -4.08451, 3.24159)  0.090
F (-1.29459, -0.86565, 2.15339)  0.046
H (-2.65704, -2.91887, 1.70736)  0.146
H (-1.10975, -3.70207, 1.34489)  0.117
H (0.10793, -2.14134, 2.79837)  0.171
C (-0.17516, 0.54551, 4.83901)  -0.061
C (0.29919, 1.73999, 5.63244)  -0.305
O (1.66140, 1.41911, 5.87041)  0.136
C (2.08386, 0.61311, 4.85609)  -0.547
O (3.21195, 0.36011, 4.61450)  0.189
O (1.01939, 0.14852, 4.15275)  0.059
F (-0.34602, 1.86101, 6.81598)  0.081
H (-0.50895, -0.26324, 5.48560)  0.138
H (-0.96200, 0.78902, 4.13141)  0.134
H (0.24275, 2.69135, 5.10118)  0.170



No. 3
Here is a structure of composition C16H20BrN3O2RuS in a non-equilibrium geometry from the Open Molecules 2025 dataset. Energies are from wB97M-V/def2-TZVPD.

**LUMO level (spin up / spin down)**: -0.109 / -0.167 Eh
**2S+1**: 6
**<S²>**: 8.761
**M**: 499.4 Da
**Max |F|**: 1.00 eV/A
**Net charge**: +1

Last column: Löwdin charge in e.
Geometry (Å):
Ru (-0.19301, -0.99852, 0.54656)  1.311
N (-2.15710, -1.75144, -0.41791)  -0.055
C (-3.16729, -2.28759, 0.52409)  -0.225
C (-2.45124, -2.80222, 1.76498)  -0.209
C (-1.97700, -1.62859, 2.61941)  -0.242
C (-0.72211, -1.91568, 3.42658)  -0.235
N (0.39243, -2.27428, 2.49825)  -0.045
H (-2.48106, -0.97417, -1.01677)  0.058
H (-1.85794, -2.46929, -1.06923)  0.100
H (-3.75660, -3.07745, 0.06549)  0.122
H (-3.84578, -1.48128, 0.79743)  0.127
H (-1.60386, -3.39563, 1.40948)  0.096
H (-3.08502, -3.46484, 2.35432)  0.126
H (-2.77979, -1.30583, 3.28260)  0.133
H (-1.76442, -0.74862, 1.97778)  0.065
H (-0.90860, -2.69919, 4.16083)  0.125
H (-0.42907, -1.01575, 3.96401)  0.115
H (0.38767, -3.27024, 2.31572)  0.087
H (1.28228, -2.07183, 2.93822)  0.090
O (-2.02974, 0.19798, -2.36330)  0.019
C (-0.86495, 0.58214, -2.21051)  -0.560
O (-0.11895, 0.31886, -1.16936)  -0.280
C (-0.20437, 1.43410, -3.23459)  -0.159
C (-0.86854, 1.62366, -4.44543)  -0.014
C (-0.31678, 2.39912, -5.44351)  -0.068
C (0.90960, 3.00969, -5.22749)  -0.069
C (1.58686, 2.83689, -4.03352)  -0.119
C (1.05269, 2.03818, -3.02015)  -0.578
S (1.98761, 1.83901, -1.55432)  0.855
H (-1.82800, 1.14162, -4.57856)  0.121
H (-0.84064, 2.53417, -6.38137)  0.109
H (1.34996, 3.62602, -6.00185)  0.112
H (2.54352, 3.32129, -3.87252)  0.103
Br (5.09942, -0.20338, 0.73127)  0.823
C (3.53888, 0.57669, 1.41837)  -0.695
C (3.59427, 1.59932, 2.35142)  -0.070
C (2.40585, 2.12170, 2.83612)  -0.023
C (1.20431, 1.61331, 2.37605)  -0.111
N (1.15765, 0.64012, 1.46609)  -0.059
C (2.30546, 0.13021, 0.99778)  -0.322
H (4.55114, 1.97593, 2.68766)  0.120
H (2.40766, 2.91964, 3.56662)  0.122
H (0.25499, 1.99885, 2.72411)  0.123
H (2.23960, -0.64267, 0.23914)  0.076



No. 4
Here is the molecule C4H6O from the Open Molecules 2025 dataset. Energies are from wB97M-V/def2-TZVPD.

**LUMO level**: 0.035 Eh
**M**: 70.1 Da
**Max |F|**: 0.49 eV/A

Last column: Löwdin charge in e.
Geometry (Å):
O (0.03627, 2.04219, 0.76548)  -0.071
C (0.04059, 1.13636, -0.31849)  -0.262
C (0.75066, -0.20399, 0.01390)  -0.185
C (-0.14533, -1.36363, -0.03641)  -0.158
C (-0.89844, -2.29730, -0.15028)  0.102
H (-0.58434, 1.71504, 1.42821)  0.091
H (-0.97964, 0.93628, -0.67175)  0.116
H (0.57179, 1.64775, -1.12463)  0.115
H (1.57719, -0.39320, -0.68051)  0.114
H (1.20527, -0.09936, 1.00590)  0.118
H (-1.57402, -3.12014, -0.23142)  0.022



No. 5
Here is the molecule C5H14N2 in a non-equilibrium geometry from the Open Molecules 2025 dataset. Energies are from wB97M-V/def2-TZVPD.

**LUMO level**: 0.036 Eh
**M**: 102.2 Da
**Max |F|**: 4.24 eV/A

Last column: Löwdin charge in e.
Geometry (Å):
C (-2.09626, -0.01209, -0.78749)  -0.139
N (-0.79703, 0.53436, -1.13698)  -0.109
C (1.11105, 0.62600, 2.22734)  -0.081
C (-0.09271, 0.39295, 1.11947)  -0.254
C (0.33349, 0.33374, -0.29062)  -0.501
C (1.04486, -0.99360, -0.52474)  -0.240
N (1.26173, -1.08206, -2.04981)  -0.064
H (-2.50621, 0.10968, 0.25744)  0.075
H (-2.84991, 0.31903, -1.57808)  0.103
H (-2.02879, -1.12291, -0.84029)  0.083
H (-0.88920, 1.50983, -1.27187)  0.097
H (1.99333, -0.08183, 2.32222)  0.079
H (1.28240, 1.68711, 2.26119)  0.036
H (0.43235, 0.52579, 3.18880)  0.088
H (-0.85812, 1.27265, 1.19700)  0.137
H (-0.64691, -0.59084, 1.34894)  0.115
H (1.20335, 1.12835, -0.35852)  0.183
H (0.37424, -1.69139, 0.04824)  0.105
H (2.11236, -1.20554, -0.14622)  0.125
H (0.93842, -0.03534, -2.18690)  0.071
H (0.67756, -1.62389, -2.79909)  0.091



No. 6
Here is a structure of composition C5H9N3 in a non-equilibrium geometry from the Open Molecules 2025 dataset. Energies are from wB97M-V/def2-TZVPD.

**LUMO level**: 0.029 Eh
**M**: 111.1 Da
**Max |F|**: 11.21 eV/A

Last column: Löwdin charge in e.
Geometry (Å):
C (-0.66283, -1.41060, -0.12773)  -0.256
C (0.66357, -0.63751, 1.02478)  -0.180
C (-0.07443, 0.02536, -0.14895)  -0.382
C (0.93974, 0.58109, -1.17994)  -0.151
C (-0.53345, 2.12284, -0.79884)  -0.336
H (-1.73910, -1.66624, -0.04751)  0.127
H (-0.12863, -2.20729, -0.56565)  0.102
H (-0.56309, -2.32928, 1.97469)  0.220
H (1.62428, -1.20464, 0.83108)  0.133
H (0.51961, 0.06631, 1.88879)  0.124
H (1.06174, -0.01814, -2.10695)  0.104
H (2.09984, 0.51209, -0.59651)  0.174
H (-0.76588, 3.18010, -0.88542)  0.130
H (-1.55080, 1.37174, 1.03959)  0.262
N (-0.48516, -1.48601, 1.16841)  -0.154
N (0.37629, 1.85861, -1.58766)  0.020
N (-0.78169, 1.24157, 0.11781)  0.065



Q: Number 3 is which compound?
A: C16H20BrN3O2RuS



Q: The lowest M belongs to which entry?
A: H6O3



Q: Look up the M of the first one.
A: 54.0 Da



Q: What is the M in the third record?
A: 499.4 Da